94
Properties=species:S:1:pos:R:3:forces:R:3 method="wB97M-V/def2-TZVPD" lumo_energy_ha=-0.114 homo_lumo_gap_ev=5.8 total_charge=+1 e_tot_ha=-3082.3510 de_lowest_kcal_mol=119.9 mol_weight_g_mol=805.328
Sr 0.443829 0.377556 0.215248 2.1 -0.2 -4.0
P -2.841272 -0.311576 -1.915149 -0.3 0.1 -0.1
P -1.017907 -1.896296 1.196728 -1.0 1.2 0.5
P 3.763535 -0.373038 -0.705863 0.2 0.2 0.3
O -2.315140 2.047336 2.401603 -0.1 0.0 0.4
O -4.064091 -0.352695 -1.082019 -0.2 0.0 0.2
O -1.522630 -0.867756 -1.391036 0.4 0.2 0.0
O -1.337299 1.803798 0.350134 0.5 -1.1 2.1
N 1.630897 2.434293 -1.433134 0.0 0.3 0.7
N -1.963012 -2.430585 -3.324956 -0.2 -0.1 0.0
N -3.231833 2.277065 -1.516778 -0.2 0.0 0.0
N 1.136175 0.226839 -2.761755 -0.1 -0.1 0.1
N 1.595597 2.570331 -2.665739 0.0 -0.1 -0.5
N 1.513243 2.360967 1.278261 0.0 -0.4 0.5
C -1.478482 2.890531 3.409038 -0.3 0.0 -0.2
C 4.448310 1.007501 -1.713821 0.0 -0.2 0.0
C -2.147357 -0.292380 1.597401 0.6 0.3 0.3
C -1.534992 1.184937 1.729210 0.3 -0.7 -0.2
C 0.231774 -3.237467 5.405771 0.0 0.0 0.0
C -0.228957 3.375862 2.772719 0.4 0.4 -0.3
C -1.791454 -4.230459 0.022112 0.0 0.0 0.0
C -2.662044 -5.214200 -0.423250 0.0 0.0 0.0
C -0.588516 -2.456686 2.860628 0.0 -0.1 0.3
C -0.089122 1.045192 2.603985 -0.2 0.3 -0.7
C 1.993675 3.501999 0.701588 -0.1 -0.2 -0.4
C -3.129123 -1.487494 -3.352695 0.0 0.1 0.1
C 1.253376 1.390520 -3.387862 0.1 0.3 0.2
C 2.124662 3.548447 -0.715864 -0.3 -0.3 0.1
C 4.824700 -1.754472 -1.310423 -0.2 0.0 0.0
C -1.195095 1.900620 4.479502 0.1 -0.2 0.4
C 0.589919 2.409915 2.266890 -1.2 -0.5 0.3
C 1.178528 -2.916324 4.444469 0.0 0.0 0.1
C -2.275738 -3.083427 0.653703 -0.1 -0.1 -0.1
C 2.404118 4.633735 1.419798 0.1 0.2 0.0
C 3.111541 5.733337 -0.618847 0.0 0.0 -0.3
C -2.660156 1.400223 -2.538759 -0.1 -0.2 -0.1
C -1.531587 -2.791098 3.831232 0.1 0.0 0.1
C 2.692822 4.651021 -1.360995 0.1 0.3 0.1
C 0.767811 -2.532449 3.174505 0.0 0.0 0.1
C 1.026790 -0.863831 -3.516939 0.0 0.1 0.0
C 0.983328 -0.830257 -4.900462 0.0 -0.2 -0.1
C -1.123371 -3.180135 5.096803 0.0 0.0 0.0
C 4.584112 0.011524 0.898024 0.0 -0.1 -0.1
C -4.031938 -5.055007 -0.249247 0.0 0.0 0.0
C -3.649115 -2.930680 0.821705 0.0 0.0 0.0
C 1.024034 0.405204 -5.540480 0.0 0.1 0.0
C 1.169386 1.542049 -4.772048 0.0 -0.2 0.0
C -0.459122 0.896216 4.030471 -0.3 0.1 0.2
C 2.953186 5.719960 0.768129 -0.1 -0.1 0.3
C -4.519751 -3.913919 0.370319 0.0 0.0 0.0
H 4.080860 0.968277 -2.740062 0.0 0.0 0.0
H -2.176040 3.674054 3.677327 0.1 0.1 0.0
H -0.113984 4.427204 2.542168 -0.1 -0.1 0.0
H -0.722012 -4.363711 -0.108815 0.0 0.0 0.0
H -1.860068 -3.440705 5.846407 0.0 0.0 0.0
H 4.080618 0.858701 1.367773 0.0 0.0 0.0
H -4.715593 -5.822888 -0.589579 0.0 0.0 0.0
H -1.573325 2.005880 5.488620 0.0 0.0 -0.1
H 1.258485 2.530253 -5.201002 0.0 0.0 0.0
H 4.654203 -2.648255 -0.709375 0.0 0.0 0.0
H 3.559997 6.588912 -1.106926 0.0 0.0 0.0
H -2.272066 -6.109250 -0.893668 0.0 0.0 0.0
H 4.506311 -0.845534 1.569985 0.0 0.0 0.0
H 0.965325 -1.755277 -5.467331 0.0 0.1 0.0
H 2.316817 4.622034 2.498535 0.0 0.0 0.0
H 5.639881 0.256333 0.767085 0.0 0.0 0.0
H -4.024998 -2.048646 -3.098377 0.0 0.0 0.0
H -4.056785 -2.040095 1.277526 0.0 0.0 0.0
H -1.606638 1.625662 -2.686772 0.2 0.0 0.0
H 3.280648 6.573277 1.349611 0.0 0.0 0.0
H 2.798975 4.642375 -2.437445 0.0 0.0 0.0
H -1.502221 -2.167403 -2.406067 0.2 0.0 0.1
H -5.585571 -3.781177 0.503055 0.0 0.0 0.0
H -0.134625 0.033800 4.593898 0.0 -0.1 0.0
H 1.007571 -1.808788 -2.982345 0.0 0.0 0.0
H 0.982851 0.473088 -6.619835 0.0 0.0 0.0
H -2.235880 -3.408369 -3.341721 0.0 -0.1 0.0
H -2.535287 -0.471985 2.597816 -0.1 -0.1 0.1
H 5.538304 0.953660 -1.728345 0.0 0.0 0.0
H 4.574251 -1.993017 -2.345339 0.0 0.0 0.0
H 2.234618 -2.968196 4.680658 0.0 0.0 0.0
H 0.438646 0.111760 2.341116 0.1 0.5 0.6
H -3.338418 3.217924 -1.866164 0.0 0.1 0.0
H -2.216019 2.066284 0.038725 -0.5 0.3 -0.6
H -3.158274 1.473870 -3.514905 0.0 0.0 0.0
H -1.301973 -2.249313 -4.071760 0.1 0.0 -0.1
H 4.159362 1.963920 -1.284641 0.0 0.0 0.0
H 1.515041 -2.299995 2.421254 0.0 0.0 0.0
H -2.971149 -0.283020 0.885456 0.1 0.0 0.0
H 0.548511 -3.538077 6.396365 0.0 0.0 0.0
H -4.142715 1.918973 -1.246331 0.0 0.0 0.0
H 5.882746 -1.492597 -1.260861 0.0 0.0 0.0
H -3.248100 -1.045165 -4.337857 0.1 0.0 0.0
H -2.588520 -2.749526 3.600286 0.0 0.0 0.0